(1)
This record from OMol25 describes a structure of composition C8H12N2PPb in a non-equilibrium geometry. The level of theory is wB97M-V/def2-TZVPD.

The geometry in XYZ format:
```
24
Properties=species:S:1:pos:R:3:mulliken_charge:R:1
C 0.666 -0.078 -3.346 -0.569
C -0.575 -0.764 -3.266 -0.474
C -0.385 -1.982 -2.545 -0.407
C 1.010 -2.093 -2.249 -0.640
C 1.643 -0.888 -2.676 -0.793
Pb 1.124 0.926 0.164 -0.091
P -0.487 3.048 -0.183 -0.238
H 0.858 0.856 -3.856 0.454
H -1.554 -0.353 -3.596 0.317
H -1.169 -2.638 -2.156 0.392
H 2.706 -0.710 -2.664 0.452
H 1.477 -2.852 -1.598 0.356
H -1.545 3.288 0.776 0.050
H -1.047 3.660 -1.369 0.060
H 0.479 4.060 0.225 0.071
N -0.093 0.057 3.957 0.027
C -0.833 -1.067 3.683 -0.300
C -0.871 -1.213 2.328 -0.481
N -0.138 -0.155 1.786 -0.219
C 0.325 0.587 2.804 -0.161
H 0.137 0.449 4.862 0.204
H -1.284 -1.677 4.448 0.364
H -1.358 -1.964 1.724 0.473
H 0.918 1.503 2.747 0.153
```

Values from the calculation:
Charge = -1
Frontier orbital gap = 0.1234 Ha
E_LUMO = 2.510 eV

---

(2)
This record from OMol25 describes a cluster of 3 separate species, C2H10O2S in total in a non-equilibrium geometry. The level of theory is wB97M-V/def2-TZVPD.

The geometry in XYZ format:
```
15
Properties=species:S:1:pos:R:3:mulliken_charge:R:1
C -0.935 0.363 -1.444 -0.829
S -0.532 0.699 0.229 0.471
C -1.460 2.191 0.620 -0.813
H -0.054 -0.033 -1.960 0.347
H -1.151 1.290 -1.977 0.357
H -1.783 -0.295 -1.562 0.373
H -1.620 2.729 -0.315 0.332
H -2.425 1.893 1.040 0.364
H -0.837 2.774 1.292 0.357
H 0.924 -1.673 1.189 0.285
H 1.020 -0.726 2.342 0.299
O 1.032 -1.671 2.147 -0.554
H 3.036 -2.022 -0.091 0.335
H 2.349 -2.761 -1.234 0.319
O 2.438 -2.757 -0.276 -0.642
```

Values from the calculation:
Charge = +1
Expectation value of S² = 0.75
Multiplicity = 2
Frontier orbital gap (spin up / spin down) = 0.3999 / 0.2080 Ha
E_LUMO (spin up / spin down) = -3.661 / -8.852 eV

---

(3)
This record from OMol25 describes a cluster of 3 separate species, C3H12O3S in total in a non-equilibrium geometry. The level of theory is wB97M-V/def2-TZVPD.

The geometry in XYZ format:
```
19
Properties=species:S:1:pos:R:3:mulliken_charge:R:1
C 2.078 -0.567 -0.113 -0.628
O 2.050 0.175 1.125 -0.500
C 1.098 -0.451 -1.277 -0.331
C -0.369 -0.282 -0.704 -0.400
S -1.656 0.033 -1.990 -0.274
H 3.132 -0.369 -0.606 0.253
H 2.027 -1.634 0.161 0.315
H 1.625 -0.566 1.580 0.454
H 1.365 0.486 -1.839 0.325
H 1.218 -1.291 -1.976 0.305
H -0.327 0.564 -0.080 0.387
H -0.741 -1.054 0.080 0.009
H -1.082 1.019 -2.832 0.125
H -1.895 3.331 1.264 0.306
H -2.531 3.214 2.533 0.305
O -1.791 2.835 2.060 -0.609
H -0.393 -2.241 1.898 0.294
H 0.780 -2.168 2.926 0.295
O 0.550 -2.012 1.977 -0.630
```

Values from the calculation:
Frontier orbital gap = 0.3331 Ha
E_LUMO = 0.308 eV
SMILES = OCCCS.O.O

---

(4)
This record from OMol25 describes a cluster of 2 separate species, C4H12N2O2 in total in a non-equilibrium geometry. The level of theory is wB97M-V/def2-TZVPD.

The geometry in XYZ format:
```
20
Properties=species:S:1:pos:R:3:mulliken_charge:R:1
C -2.250 -0.237 -1.020 -0.102
C -2.358 -0.118 0.499 -0.732
O -1.821 -1.510 -1.425 -0.582
O 0.689 -0.163 -0.642 -0.364
H -0.873 -1.549 -1.159 0.394
H -1.445 0.520 -1.374 0.103
H -3.227 -0.100 -1.485 0.348
H -2.906 -0.965 0.914 0.279
H -2.876 0.807 0.760 0.310
H -1.352 -0.073 0.922 0.059
N 1.729 1.797 0.253 -0.628
N 1.720 -0.693 1.581 -0.566
C 1.876 0.607 -0.524 0.046
C 1.814 -0.667 0.184 -0.297
H 1.324 2.545 -0.300 0.225
H 1.274 0.149 1.931 0.298
H 1.311 -1.550 1.943 0.235
H 2.616 2.086 0.641 0.233
H 2.444 0.650 -1.460 0.364
H 2.312 -1.536 -0.239 0.376
```

Values from the calculation:
Frontier orbital gap = 0.3809 Ha
E_LUMO = 0.846 eV
SMILES = N[C@@H]1O[C@@H]1N.CCO